[1]
The following is a quantum chemistry calculation of an isolated ion of composition C7H11N2OSi and charge -1, from the OMol25 dataset.

Element x y z (Å)
C: 1.72 3.31 -1.19
C: 1.39 2.15 -1.15
C: -1.21 -1.60 0.42
C: -1.79 -0.31 0.21
C: 2.26 0.06 -0.41
C: 0.17 1.02 0.56
C: 0.95 0.82 -0.76
N: 0.09 -1.72 0.69
N: -1.25 0.88 0.37
O: -1.90 1.97 0.57
Si: -2.42 -3.09 0.16
H: 2.10 4.35 -1.40
H: -2.79 -0.28 -0.04
H: 3.00 0.69 0.11
H: 1.91 -0.94 0.00
H: 2.68 0.05 -1.35
H: 0.40 0.07 1.11
H: 0.43 1.98 1.04
H: 0.43 0.31 -1.48
H: 0.38 -2.60 1.11
H: -4.01 -3.01 -0.01
H: -2.54 -4.11 1.44

## Properties
HOMO (alpha / beta): -1.7 / -3.5 eV
Charge: -1
Spin multiplicity: 3

=====

[2]
The following is a quantum chemistry calculation of a 6-piece molecular cluster, C27H52ClF3N2O24PS5 overall, from the OMol25 dataset.

Element x y z (Å)
C: 3.08 1.25 -5.03
C: 1.82 0.40 -5.01
C: 1.66 -0.87 -3.93
P: 0.00 -0.83 -2.90
C: 1.15 -0.81 -1.37
N: 0.59 -0.97 -0.03
C: -0.18 -2.73 -2.92
C: 0.67 -3.69 -1.98
C: 2.19 -4.12 -2.45
C: 3.30 -4.04 -1.20
C: 4.62 -3.10 -1.62
C: 4.83 -1.80 -0.65
C: 4.80 -2.12 0.96
O: 4.04 -0.99 1.59
C: 3.76 -1.30 3.01
C: -1.61 -0.69 -1.86
C: -2.05 0.59 -1.06
C: -1.27 1.51 -0.05
F: -1.32 0.89 1.33
F: 0.09 1.96 -0.26
F: -2.09 2.78 0.12
C: -0.86 -0.90 -4.61
C: -2.21 -1.72 -4.88
O: -2.42 -3.01 -5.12
Cl: -3.79 -0.68 -5.02
O: 0.29 0.89 -2.96
N: -0.60 1.68 -3.43
O: -0.06 2.77 -3.66
H: 3.28 2.12 -5.78
H: 3.91 0.90 -4.24
H: 1.05 0.68 -5.84
H: 2.62 -0.70 -3.26
H: 1.79 -1.90 -4.43
H: 1.70 0.26 -1.34
H: 2.09 -1.54 -1.40
H: 1.34 -0.89 0.70
H: 0.02 -1.78 0.21
H: -1.32 -3.01 -2.67
H: -0.04 -3.20 -4.02
H: 0.09 -4.74 -2.01
H: 0.75 -3.48 -0.84
H: 2.65 -3.52 -3.32
H: 2.23 -5.27 -2.78
H: 2.82 -3.71 -0.18
H: 3.76 -5.12 -1.01
H: 4.59 -2.71 -2.72
H: 5.63 -3.74 -1.53
H: 4.12 -0.89 -0.88
H: 5.93 -1.39 -0.88
H: 5.91 -2.00 1.38
H: 4.37 -3.17 1.24
H: 3.45 -2.44 3.18
H: 2.85 -0.64 3.34
H: 4.68 -1.02 3.71
H: -1.67 -1.60 -1.09
H: -2.61 -0.92 -2.47
H: -2.62 1.32 -1.83
H: -3.00 0.20 -0.41
H: -0.96 0.08 -5.23
H: -0.11 -1.51 -5.33
C: -3.81 4.78 2.31
C: -2.40 4.58 2.86
O: -2.31 5.43 4.00
S: -3.78 5.52 4.70
O: -3.82 4.57 5.79
O: -4.13 6.91 4.86
O: -4.65 4.90 3.47
H: -3.89 5.71 1.74
H: -4.14 3.94 1.69
H: -1.63 4.85 2.12
H: -2.24 3.55 3.19
C: -5.80 -3.32 1.77
C: -6.08 -2.00 1.05
O: -4.85 -1.65 0.42
S: -4.07 -3.02 -0.01
O: -4.35 -3.28 -1.40
O: -2.73 -2.97 0.53
O: -4.95 -4.06 0.89
H: -5.26 -3.15 2.71
H: -6.72 -3.88 1.97
H: -6.39 -1.21 1.74
H: -6.83 -2.13 0.27
C: 0.67 2.51 5.88
C: -0.84 2.61 6.12
O: -1.34 1.29 5.90
S: -0.20 0.21 6.34
O: -0.50 -0.24 7.68
O: 0.02 -0.70 5.23
O: 1.06 1.25 6.42
H: 0.89 2.50 4.80
H: 1.22 3.32 6.36
H: -1.32 3.32 5.45
H: -1.05 2.88 7.16
C: -3.66 -0.96 6.02
C: -2.97 -2.32 6.01
O: -3.97 -3.25 6.41
S: -5.42 -2.73 5.88
O: -5.72 -3.41 4.64
O: -6.34 -2.70 7.00
O: -4.98 -1.20 5.53
H: -3.75 -0.57 7.04
H: -3.15 -0.23 5.40
H: -2.12 -2.36 6.70
H: -2.64 -2.59 5.00
C: 6.54 5.72 -6.87
C: 5.03 5.82 -6.63
O: 4.53 4.50 -6.85
S: 5.67 3.42 -6.41
O: 5.37 2.97 -5.07
O: 5.89 2.51 -7.52
O: 6.93 4.46 -6.33
H: 6.77 5.71 -7.95
H: 7.09 6.53 -6.39
H: 4.55 6.53 -7.30
H: 4.82 6.09 -5.59

## Properties
HOMO: -5.1 eV
Charge: -1

=====

What did the first record say?
The following is a quantum chemistry calculation of an isolated ion of composition C7H11N2OSi and charge -1, from the OMol25 dataset.

Element x y z (Å)
C: 1.72 3.31 -1.19
C: 1.39 2.15 -1.15
C: -1.21 -1.60 0.42
C: -1.79 -0.31 0.21
C: 2.26 0.06 -0.41
C: 0.17 1.02 0.56
C: 0.95 0.82 -0.76
N: 0.09 -1.72 0.69
N: -1.25 0.88 0.37
O: -1.90 1.97 0.57
Si: -2.42 -3.09 0.16
H: 2.10 4.35 -1.40
H: -2.79 -0.28 -0.04
H: 3.00 0.69 0.11
H: 1.91 -0.94 0.00
H: 2.68 0.05 -1.35
H: 0.40 0.07 1.11
H: 0.43 1.98 1.04
H: 0.43 0.31 -1.48
H: 0.38 -2.60 1.11
H: -4.01 -3.01 -0.01
H: -2.54 -4.11 1.44

## Properties
HOMO (alpha / beta): -1.7 / -3.5 eV
Charge: -1
Spin multiplicity: 3